Formula: C66H165N11O22
Source: the Open Molecules 2025 dataset
Level of theory: ωB97M-V/def2-TZVPD

## Properties
Charge ... -1
Energy relative to the best compared isomer or geometry (same formula, charge and spin) ... 7.416 eV
E ... -4870.2779 a.u.
Frontier orbital gap (alpha / beta) ... 1.03 / 8.39 eV
⟨S²⟩ ... 0.750
Multiplicity ... 2
Highest occupied orbital energy (alpha / beta) ... 0.70 / -6.68 eV

Each line ends with the Mulliken charge.
Element x y z (Å)
C  1.68286  -11.42754  2.07469  -0.87
O  2.08602  -10.12584  2.38410  -0.29
C  0.94865  -9.36714  2.62757  -0.26
C  1.48951  -8.14786  3.50872  -0.78
N  0.42582  -7.24904  3.68902  -0.07
C  0.86243  -5.87341  3.97704  -0.83
C  1.52315  -5.20170  2.76473  -0.05
O  1.52900  -3.78030  3.09639  -0.32
C  2.09205  -2.99233  2.02586  -0.24
H  0.88288  -11.40479  1.33468  0.33
H  1.31443  -12.00720  2.92107  0.36
H  2.46134  -12.06326  1.65288  0.28
H  0.17971  -9.72380  3.31286  0.31
H  0.60746  -8.93659  1.68613  0.18
H  2.26207  -7.71586  2.87263  0.36
H  1.95920  -8.42044  4.45381  0.27
H  -0.24368  -7.66686  4.31934  0.26
H  1.49820  -5.87914  4.86240  0.23
H  -0.03434  -5.42613  4.40580  0.38
H  1.17056  -5.30583  1.73860  -0.17
H  2.55614  -5.54740  2.80361  0.56
H  1.75507  -3.24223  1.01982  0.04
H  3.17983  -3.06183  2.02347  0.41
H  1.84421  -1.97160  2.31702  -0.01
C  -4.59837  0.38741  -0.03511  -0.74
O  -5.03389  1.61245  0.46307  -0.42
C  -4.34510  1.93819  1.69338  0.01
C  -4.61557  1.05175  2.93800  -0.63
N  -3.54789  0.08638  3.09968  0.57
C  -3.81050  -0.90921  4.14375  -1.07
C  -2.83418  -2.17767  4.14658  -0.70
O  -2.79862  -2.66435  2.87185  -0.31
C  -2.00251  -3.86463  2.70007  -0.68
H  -3.61203  0.40780  -0.49859  0.25
H  -5.36363  0.04727  -0.73279  0.38
H  -4.46004  -0.40831  0.69686  0.17
H  -4.70484  2.91262  2.02378  0.02
H  -3.28092  1.92993  1.45767  0.16
H  -5.56031  0.54335  2.74543  0.63
H  -4.74269  1.68078  3.81906  -0.05
H  -3.33369  -0.47034  2.28465  0.08
H  -4.83817  -1.26392  4.06527  0.45
H  -3.90451  -0.48423  5.14307  0.40
H  -3.08952  -2.89752  4.92421  0.50
H  -1.82897  -1.77697  4.27731  0.27
H  -2.20015  -4.26641  1.70629  0.23
H  -2.22043  -4.52570  3.53888  0.37
H  -0.95778  -3.55883  2.64420  0.14
C  3.09785  -3.77989  -4.68675  -1.37
O  2.49296  -5.05638  -5.12368  0.71
C  3.47511  -6.03576  -5.39275  -0.72
C  2.78819  -7.27654  -5.92837  -0.45
N  3.73861  -8.31112  -6.47652  -0.43
C  4.45255  -7.84794  -7.68741  0.52
C  5.35170  -8.84597  -8.41548  -0.76
O  4.59741  -9.90755  -8.94799  -0.31
C  3.66076  -9.73023  -10.01673  -0.59
H  3.79537  -3.44231  -5.45330  0.27
H  3.45553  -3.81204  -3.65760  0.44
H  2.24780  -3.09851  -4.65162  -0.06
H  3.82277  -6.30452  -4.39526  0.33
H  4.34344  -5.67525  -5.94423  0.32
H  1.93436  -7.11220  -6.58568  0.22
H  2.24949  -7.80117  -5.13927  0.35
H  3.45077  -9.26001  -6.66847  0.34
H  4.99149  -6.94997  -7.38527  0.17
H  3.74252  -7.45732  -8.41636  -0.48
H  6.20957  -9.15516  -7.81837  0.40
H  5.82477  -8.16040  -9.11854  0.34
H  2.94433  -8.92745  -9.84246  0.15
H  3.06210  -10.63138  -10.14955  0.27
H  4.15710  -9.48381  -10.95536  0.30
C  3.60936  4.07456  -12.23910  -0.86
O  3.09775  3.20172  -11.24493  -0.19
C  1.94509  2.43435  -11.62402  -0.74
C  1.38230  1.67143  -10.35763  -0.83
N  1.41038  2.43819  -9.02296  -0.07
C  1.05805  1.53784  -7.94242  -0.08
C  1.16977  2.41041  -6.66329  -0.74
O  0.90763  1.63067  -5.48147  0.17
C  0.76341  2.26166  -4.26137  -0.77
H  4.56480  4.54507  -12.00705  0.27
H  2.94297  4.92386  -12.38986  0.32
H  3.86892  3.59871  -13.18477  0.31
H  2.15155  1.88050  -12.53984  0.46
H  1.27494  3.25615  -11.87628  0.31
H  2.04020  0.80264  -10.33606  0.16
H  0.42304  1.18712  -10.54027  0.54
H  0.75975  3.20707  -9.09792  0.24
H  1.81314  0.75798  -8.04116  0.13
H  0.12710  0.97133  -7.96501  0.00
H  0.40695  3.17599  -6.80506  0.29
H  2.13750  2.87652  -6.47799  0.29
H  -0.24639  2.67054  -4.29632  0.32
H  1.54506  3.01538  -4.16636  0.35
H  0.93480  1.55120  -3.45269  -0.07
C  10.18455  -3.80495  1.83355  -0.92
O  9.56688  -3.20940  2.98329  -0.30
C  8.78751  -2.19248  2.55782  -0.29
C  8.33628  -1.36185  3.74596  -0.63
N  7.29731  -0.37794  3.37582  -0.35
C  5.93992  -1.00068  3.01539  -0.65
C  4.82057  -0.05310  3.46616  -0.43
O  4.73593  0.03553  4.94953  -0.30
C  3.71708  0.76773  5.55574  -0.59
H  10.76360  -4.67076  2.15476  0.32
H  11.00782  -3.26925  1.36095  0.35
H  9.58949  -4.13875  0.98350  0.35
H  8.01924  -2.53621  1.86521  0.26
H  9.41875  -1.57226  1.92146  0.28
H  9.09350  -0.81527  4.30807  0.42
H  7.86601  -2.09902  4.39674  0.29
H  7.06467  0.36382  4.02063  0.31
H  5.84808  -1.96149  3.52187  0.27
H  5.92508  -1.16150  1.93742  0.26
H  3.80952  -0.23487  3.10168  0.24
H  5.12367  0.95505  3.18356  0.33
H  2.70060  0.40920  5.39348  0.16
H  3.73929  1.71463  5.01633  0.26
H  3.80073  0.91106  6.63303  0.30
C  -9.03312  11.44970  7.82499  -0.74
O  -8.82935  10.04201  8.21106  -0.41
C  -7.75691  9.39823  7.53112  -0.80
C  -8.03457  7.94496  7.15387  -0.14
N  -7.27307  7.45792  6.08018  -0.09
C  -7.34014  5.98900  5.94928  -0.83
C  -6.32991  5.72821  4.82767  -0.50
O  -5.04078  6.23552  5.10017  0.10
C  -4.17411  6.03059  4.03395  -0.73
H  -8.11129  12.02273  7.92482  0.33
H  -9.53240  11.80594  8.72605  0.29
H  -9.61346  11.57325  6.91063  0.28
H  -6.86658  9.50091  8.15150  0.30
H  -7.36939  9.96987  6.68781  0.49
H  -9.10514  7.91368  6.95139  0.35
H  -7.75724  7.34537  8.02086  0.24
H  -6.31370  7.61193  5.80452  -0.33
H  -8.26616  5.60887  5.51790  0.54
H  -7.12493  5.36618  6.81755  0.20
H  -6.82040  6.04396  3.90690  0.53
H  -6.18606  4.64787  4.81172  0.13
H  -4.46284  6.82854  3.34984  0.53
H  -4.22660  5.09267  3.48108  -0.16
H  -3.20171  6.41988  4.33560  0.10
C  0.88551  -1.77867  -1.76560  0.18
O  0.38881  -0.43549  -1.43341  -0.10
C  0.65240  -0.13500  -0.02618  0.05
C  -0.09179  1.16861  0.34407  -0.75
N  -0.24992  1.36430  1.79942  0.67
C  0.81743  2.24370  2.39558  -0.06
C  0.60018  2.63376  3.90799  -0.94
O  -0.51823  3.51706  4.14509  -0.18
C  -1.77666  2.94887  4.54040  -0.05
H  1.96150  -1.84020  -1.92859  0.41
H  0.56713  -2.20472  -2.71702  -0.73
H  0.58078  -2.52745  -1.03445  -0.12
H  1.70576  -0.09058  0.25051  0.14
H  0.22690  -0.89789  0.62579  -0.07
H  -1.02409  1.09911  -0.21636  0.30
H  0.34086  2.00095  -0.21101  0.16
H  -1.12056  1.38820  2.31080  -0.23
H  0.95717  3.19017  1.87331  -0.01
H  1.80237  1.82858  2.18188  0.24
H  1.42229  3.30734  4.14992  0.44
H  0.46150  1.67228  4.40237  0.35
H  -2.66068  3.58409  4.59614  -0.30
H  -1.72317  2.32131  5.43002  0.30
H  -2.13809  2.31123  3.73363  -0.02
C  3.56713  -3.15710  -8.61367  -1.53
O  3.28806  -4.57187  -8.45235  0.29
C  2.32561  -5.20877  -9.38661  -0.44
C  0.88219  -4.51431  -9.37905  -0.79
N  0.31655  -4.79528  -8.07583  0.11
C  -0.98072  -4.23594  -7.90034  -1.06
C  -0.87715  -2.77033  -7.45439  -0.68
O  -0.86400  -2.78527  -5.99473  0.10
C  -0.47528  -1.55950  -5.41200  -0.89
H  3.81149  -2.98080  -9.66120  0.49
H  4.33904  -2.93177  -7.87782  0.27
H  2.73838  -2.56169  -8.23059  0.18
H  2.14947  -6.25054  -9.11865  0.10
H  2.63782  -5.07368  -10.42216  0.35
H  0.17824  -4.87522  -10.12892  0.56
H  1.04036  -3.46402  -9.62393  0.22
H  0.86778  -4.34076  -7.36193  -0.15
H  -1.59720  -4.91665  -7.31324  0.38
H  -1.55080  -4.17273  -8.82722  0.41
H  -1.80739  -2.30521  -7.78061  0.48
H  0.06404  -2.34231  -7.79946  0.21
H  -0.90669  -1.42877  -4.41958  0.20
H  -0.74277  -0.64412  -5.93985  0.53
H  0.60798  -1.43948  -5.39614  0.20
C  -3.39704  10.44305  4.77971  -0.96
O  -2.90616  9.39015  5.56479  -0.23
C  -3.97349  8.99762  6.47514  -0.05
C  -3.53814  7.91241  7.44960  -0.62
N  -4.65669  7.07626  8.02900  -0.05
C  -4.37034  6.02519  8.99111  -1.22
C  -4.14793  4.68853  8.27561  -0.25
O  -5.40442  4.14310  7.78027  -0.25
C  -5.36263  2.91530  7.24802  -0.85
H  -4.35473  10.22084  4.30903  0.35
H  -2.66233  10.85435  4.08751  0.24
H  -3.80770  11.21880  5.42599  0.38
H  -4.81961  8.56697  5.93968  0.18
H  -4.46480  9.79804  7.02834  0.42
H  -3.04111  8.40025  8.28810  0.55
H  -2.87605  7.26554  6.87400  0.18
H  -5.29029  6.73525  7.32023  0.07
H  -5.14676  5.83874  9.73308  0.35
H  -3.51785  6.19115  9.64976  0.49
H  -3.59189  3.98022  8.88979  0.60
H  -3.51360  4.73594  7.39047  0.11
H  -6.43465  2.71884  7.23131  0.29
H  -4.70809  2.28650  7.85158  0.44
H  -5.09074  2.92600  6.19253  0.14
C  -3.36633  -4.34286  -4.21790  -0.45
O  -2.68278  -5.01856  -3.19877  -0.36
C  -1.39360  -5.67440  -3.61919  -0.71
C  -0.06750  -5.10638  -3.04569  1.86
N  -0.04776  -5.18971  -1.57008  -0.12
C  -0.07776  -6.57078  -1.05328  -0.94
C  1.11313  -7.46743  -1.38278  0.28
O  0.79873  -8.82173  -1.13745  -0.38
C  1.81649  -9.83000  -1.54835  -0.78
H  -4.32260  -4.01219  -3.81255  0.32
H  -3.57829  -5.02632  -5.04012  0.28
H  -2.79206  -3.42592  -4.35039  0.01
H  -1.31023  -5.72587  -4.70478  0.19
H  -1.38136  -6.72908  -3.34422  0.41
H  -0.05598  -4.06559  -3.36929  -0.97
H  0.78500  -5.65276  -3.44918  -0.75
H  -0.89571  -4.67045  -1.39274  0.41
H  -0.98899  -7.11300  -1.30580  0.40
H  -0.12219  -6.43036  0.02672  0.33
H  1.85740  -7.08935  -0.68191  0.21
H  1.61419  -7.34175  -2.34260  -0.09
H  2.61665  -10.00882  -0.83010  0.30
H  2.37575  -9.71405  -2.47673  0.28
H  1.24755  -10.74884  -1.69023  0.33
C  -0.02854  4.86933  -0.02738  -0.51
O  0.52711  5.72959  0.98062  -0.37
C  -0.37220  6.19645  2.00703  -0.67
C  0.33342  6.78347  3.26381  -0.30
N  1.04478  8.03861  2.90126  -0.12
C  1.74035  8.79475  3.95678  -0.24
C  2.23052  10.16548  3.44015  -0.66
O  1.04217  10.95174  3.08974  -0.35
C  0.25277  11.51432  4.11248  -0.60
H  -0.47330  3.95122  0.35649  -0.04
H  0.68603  4.54704  -0.78476  0.22
H  -0.81739  5.42837  -0.53067  0.45
H  -1.14641  5.46875  2.25024  0.26
H  -1.16906  6.82989  1.61734  0.60
H  0.99046  6.00401  3.64960  0.23
H  -0.47726  6.79614  3.99234  -0.06
H  0.67076  8.54245  2.10984  0.29
H  2.46082  8.15719  4.46917  0.35
H  0.91920  9.01802  4.63792  0.08
H  2.82859  9.94095  2.55698  0.31
H  2.80443  10.77398  4.13904  0.38
H  -0.64946  12.05847  3.83324  0.26
H  0.81698  12.28938  4.63118  0.30
H  -0.06788  10.72039  4.78697  0.21

Atoms 1-3, force components in eV/Å:
C -0.16 -1.11 -0.67
O 0.06 -1.56 0.27
C 1.57 3.37 2.01